(1)
49
Properties=species:S:1:pos:R:3 method="wB97M-V/def2-TZVPD" homo_ev=-9.2 multiplicity=1 relative_energy_kj_mol=15.5 charge=0 smiles="CCCCCC(=O)NC[C@@H](C)NC(=O)CCCCC" total_energy_ev=-23118.83857
H 0.01955 2.46637 -3.94646
H 2.50348 -1.44342 0.84445
N -2.05818 0.87475 0.33062
C -1.52952 1.36557 -1.96190
H -0.07033 2.55549 -0.89709
H -3.29518 0.39837 3.42353
H -2.31638 2.11809 -1.90132
H -1.60489 0.84726 -2.91828
H -2.41408 1.81705 2.85620
H 4.89869 -2.12865 1.03919
H -0.18387 0.36215 2.01373
H 2.77098 -4.40578 1.51323
C -0.14771 2.02022 -1.84735
H 0.87961 -2.90556 -0.35385
O -1.51509 -0.84809 -1.02180
H -0.69745 -1.68632 0.49873
O -0.17258 -2.74250 3.42529
H 1.11747 -4.64922 -0.36776
C 1.13444 -3.76299 0.27218
N -0.54786 -1.63412 1.50035
H 4.55292 -2.88636 2.59419
H -1.06590 -0.62667 3.20133
C -2.28389 0.10663 1.54797
C -3.03474 0.97928 2.54398
H -0.63279 4.72871 -2.00553
H -2.89406 -0.76412 1.27713
C -0.72092 4.23979 -2.97906
H -0.94123 6.10319 -4.05269
H 2.16965 -2.19269 2.40734
H -0.40090 4.75385 -5.05224
H 4.40796 -1.13835 2.41567
H -3.95119 1.36314 2.10098
H -2.13025 1.87643 0.41173
H -1.76778 3.96709 -3.12414
H 0.72341 5.53049 -3.93788
H 0.37436 -4.76077 2.03193
H -0.86856 -4.24647 0.88271
C 2.55302 -3.59333 0.81639
H 3.25391 -3.67939 -0.01900
C 4.25325 -2.09138 1.91502
C 2.79166 -2.25712 1.51509
H 0.60676 1.23032 -1.84526
H 1.19791 3.28841 -2.92601
C 0.15046 2.98539 -2.99474
C 0.07248 -3.95699 1.35830
C -0.30978 5.21807 -4.07280
C -0.21573 -2.73223 2.20885
C -1.70344 0.34390 -0.85617
C -0.95769 -0.40749 2.13522



(2)
53
Properties=species:S:1:pos:R:3 method="wB97M-V/def2-TZVPD" homo_ev="-8.8 / -9.6" multiplicity=2 charge=0 total_energy_ev=-40643.38753
H -0.45239 -6.71948 -4.80989
O -2.58065 -4.00393 -2.28517
C 1.19854 5.85158 0.30742
H -1.14214 2.95450 -1.11723
O -1.06374 -3.46434 -4.20224
H -1.88177 0.78030 -0.34003
H 0.85450 3.42244 2.97823
C -0.41964 0.18207 4.02366
H 1.29082 -1.75516 2.98621
H 0.44577 1.97936 -1.40644
H -0.52815 -1.18290 0.53703
H -1.94798 -5.79066 -5.08390
C 1.66099 -1.61724 1.88631
H 3.46935 0.92571 0.78188
N 1.34654 1.00712 2.20972
C 0.03987 4.64644 0.35402
H -1.39368 -6.10602 -3.44202
H -0.95348 3.27416 3.62406
C 0.11761 -0.24089 0.20268
H -2.86902 -1.53270 -3.64459
O -0.25687 -3.09201 -1.85752
H -2.00336 0.43431 2.08806
H 3.23150 -0.84113 -0.06897
C 2.72016 0.15930 0.25857
C -0.24920 -4.59255 -4.48562
O 0.55693 3.26976 0.29203
H 2.22296 5.47406 0.78821
H 0.46503 -0.46855 -0.90874
H 2.32088 0.70486 -0.72030
H -2.45773 -1.14282 -1.94894
C -0.86933 1.06802 0.21552
C -0.00362 1.23174 2.83585
C -2.06949 -1.50822 -2.90185
C -1.05488 -5.87776 -4.45701
H 2.84746 -1.74800 1.92268
H 0.60131 -4.64266 -3.79796
H 0.48977 2.53119 4.65702
H 1.45190 6.19874 -0.78108
O 2.32453 0.89231 3.13569
H -0.70013 -0.86118 3.56785
C 0.08514 2.73118 3.57438
H -1.40660 0.62474 4.52723
H -1.24503 -0.87651 -3.23755
S -1.46460 -3.15893 -2.65330
C -1.26716 1.32818 1.79921
H -1.93090 2.31038 1.93009
C -0.27269 2.39416 -0.55004
C 1.38985 -0.13835 1.23141
H 0.79584 6.71731 1.00231
H 1.19732 -2.41440 1.14307
O -1.23981 5.01132 0.48788
H 0.15728 -4.44827 -5.49208
H 0.44221 0.11942 4.84421



(3)
53
Properties=species:S:1:pos:R:3 method="wB97M-V/def2-TZVPD" homo_ev=-4.7 multiplicity=1 relative_energy_kj_mol=0.0 charge=-1 total_energy_ev=-31918.52619
H -2.09542 2.55942 -1.95379
C 1.98050 0.79552 -0.19512
H 5.24104 1.03505 -0.87856
H -1.14992 4.89543 -0.96248
C -6.79636 -3.28088 -2.47862
H 1.18124 0.04777 -0.21091
H 1.19213 3.74857 -0.95532
C -5.97905 -1.63765 -3.99286
H 6.12709 0.48529 4.15377
C -2.79986 0.59711 -0.60141
O -7.27546 -4.28396 -2.03520
H 4.04543 2.14652 -0.23655
H -6.04938 -0.55136 -2.09520
H 0.43581 4.95550 1.08962
H 3.95935 -2.45626 2.28878
H 4.02629 -0.33217 3.34577
H -4.05022 -0.45288 0.73483
C 6.04525 -1.92568 2.14406
H 0.78462 2.44052 2.34232
H -2.32279 -0.84382 0.89190
H -0.00715 1.13158 1.51312
H -2.93723 0.68074 1.52657
C -7.16508 -2.57530 -3.77205
C 0.66614 1.98345 1.35661
O -1.51115 0.87084 -0.82462
H -1.84142 3.55133 1.12347
H 4.84789 1.04932 0.85521
O 6.70667 -0.91904 2.76211
C 4.62779 -1.08620 3.85564
H 3.42165 -0.71439 0.36889
H 6.59490 -1.09393 4.81312
O -3.70307 0.81822 -1.39404
C 4.44627 1.14373 -0.14824
H -0.48570 1.96314 -2.24336
C -5.51423 -1.37527 -2.56586
H -8.09655 -2.03074 -3.60983
H 4.15126 -1.30887 4.80822
C 3.32670 0.10132 -0.34374
O 6.42637 -2.43070 1.13225
O -5.82585 -2.59330 -1.84746
C 6.06064 -0.58926 4.00394
H 3.41027 -0.32493 -1.33976
H 1.84194 1.43858 -1.06995
Nb -0.31884 3.60555 0.07447
H -5.19661 -2.15867 -4.54658
H -6.22270 -0.72541 -4.53279
H -7.30049 -3.29756 -4.57193
H 5.02373 -3.21108 3.50481
C -1.21558 2.16184 -1.46128
O 1.97603 1.52334 0.99208
C -3.04554 -0.04992 0.73246
H -4.45267 -1.18071 -2.48992
C 4.81129 -2.29980 2.94342



(4)
61
Properties=species:S:1:pos:R:3 method="wB97M-V/def2-TZVPD" homo_ev=-4.2 multiplicity=1 relative_energy_kj_mol=217.8 charge=-1 total_energy_ev=-50712.93197
H -0.30633 -1.49598 2.04562
C -2.61028 -4.54091 0.39756
H 4.09261 5.90930 -0.51478
H 5.79308 6.20545 -0.16088
H -0.84951 -2.07607 -2.66938
C -1.88734 -3.98874 -2.13570
B -3.93863 -3.63078 0.26653
H 4.55042 6.58039 1.04808
C -1.11746 -2.66135 -1.76047
O -3.19774 -5.76252 0.85956
H 3.54050 1.98130 -1.69281
H 1.34813 2.04705 -2.96899
H 0.95017 -0.10457 0.43458
H -1.45990 -4.46712 -3.04823
O 0.97253 3.28287 0.58546
H -0.34642 -0.16608 -0.84328
H 0.35954 5.35226 2.17387
P 2.34497 3.73438 1.04121
H -1.66026 -1.71838 0.90345
H 0.87944 3.46007 -2.00473
O 0.09340 -3.07192 -1.09043
H -1.31384 -0.05427 1.49424
O -4.97443 -3.86432 -0.63921
H 2.15133 1.64165 -0.67305
H 5.23538 3.75356 0.05694
H -4.81610 -1.77229 -1.07879
C 0.77516 -2.04185 -0.49826
B -3.39107 -6.74681 -0.26352
C 0.13251 -0.71718 -0.00688
H 2.98107 6.63550 3.12942
O -4.06334 -2.53595 1.18584
H -1.82042 -2.08278 -1.11797
O 1.94544 -2.19982 -0.31157
H -6.51529 -2.52023 -1.09244
H 2.31213 5.12011 3.71609
H -4.10449 -2.93874 2.06899
H -2.69902 -7.73998 -0.23238
O 2.05914 5.36464 0.98577
C -5.42724 -2.67633 -1.29532
C -0.84703 -1.02150 1.19374
C 4.84618 5.87337 0.27206
H -2.93040 -3.70471 -2.40841
C 2.04793 6.09782 3.30376
H -4.57720 -6.95640 -0.27381
H 2.27416 3.55752 -3.06062
C -1.90433 -5.00864 -0.94325
O 3.89290 4.03096 1.62336
C 2.63215 2.41697 -1.26952
O -0.73751 -5.89961 -0.84804
H -5.33152 -2.85927 -2.39831
H 5.85489 4.47466 1.51456
H -1.99890 -3.98557 1.15820
C 4.99720 4.47725 0.83561
H 0.95173 6.93056 1.65523
C 1.72654 2.89158 -2.38921
O -2.90178 -5.90704 -1.40886
H 1.46264 6.63847 4.05006
O 3.01565 3.52846 -0.46043
C -0.12425 -5.75927 0.32730
N 0.36974 -5.25657 1.21992
C 1.26332 5.94737 2.01251



(5)
59
Properties=species:S:1:pos:R:3 method="wB97M-V/def2-TZVPD" homo_ev=-10.2 multiplicity=1 relative_energy_kj_mol=419.6 charge=0 smiles=C[C@@H](F)CB1OBOB(B(N)O)O1.CCCC#N.CCCC#N.CCCC#N total_energy_ev=-35635.93762
H -4.71147 3.59618 -0.97019
C -2.52417 -1.46905 2.24720
C 2.84287 -1.27553 1.35571
H -3.98031 2.39225 2.53890
C 4.22861 -0.94206 0.99627
C 4.74290 0.28324 1.75049
H -0.86801 -3.21386 -0.18044
H 4.87328 -1.79764 1.23023
H 4.68460 0.11402 2.83230
H -2.57638 -3.32975 0.23768
H 4.04781 1.77045 0.32979
C -1.24333 -4.19065 1.68759
C -4.33547 3.04436 0.01912
N -1.04034 5.76868 -1.87891
H -0.24344 -4.03024 2.10276
H -2.83791 5.00265 -3.97472
H 2.49423 -2.88787 -1.06624
H -1.96316 -4.18793 2.51227
C 1.76593 -3.21159 -1.81660
H -1.26645 -5.18483 1.23023
H -1.68183 -0.99829 0.38179
H -5.14164 4.90760 1.05490
C 2.44599 -3.89754 -2.99448
C -4.15997 4.23463 1.14747
N 1.74660 -1.53041 1.63510
O -1.86899 4.69957 -4.06806
H 2.47984 -5.88506 -2.14173
H 3.56446 -5.65868 -3.50941
N 5.17934 -4.71214 -0.95839
H 1.04834 -3.88190 -1.33327
H 2.93373 1.49247 1.68314
H -5.15461 2.24525 0.30532
C 3.98956 1.56062 1.40238
N -3.31448 -1.28879 3.07651
H -1.98788 6.21396 -1.68878
C -1.51658 -1.70542 1.20338
H 4.42151 2.41096 1.93945
O -2.58252 2.20738 -1.84168
F -3.00797 5.15882 0.86167
C 3.18009 -5.17871 -2.60153
H -0.76777 5.39006 -0.92220
H 3.14002 -3.19394 -3.46947
H 0.14760 0.66640 0.13750
O -0.16191 2.49196 -1.18123
C -1.58035 -3.12803 0.64949
B -1.41942 4.49578 -2.67005
H 4.30335 -0.77492 -0.08408
H 1.68171 -4.14587 -3.74132
C 4.30116 -4.91940 -1.68687
B -1.33291 3.04583 -1.88868
H 1.22507 -2.32363 -2.15880
C -4.01670 3.55883 2.66446
H 5.80276 0.42657 1.50610
H -4.90925 3.85753 3.36018
H -3.00921 3.96264 3.11018
B -0.63511 1.52670 -0.12642
O -1.97360 1.65295 0.54565
B -2.94301 2.26811 -0.38112
H -0.51522 -1.50274 1.59946



(6)
54
Properties=species:S:1:pos:R:3 method="wB97M-V/def2-TZVPD" homo_ev="-12.6 / -17.0" multiplicity=6 relative_energy_kj_mol=110.4 charge=+2 total_energy_ev=-49001.47220
F -1.67423 -0.00217 0.94741
H 0.12752 -3.55295 -0.44931
H 2.19003 1.61622 3.16824
H -2.01495 -0.96791 -3.87329
C -1.69395 1.29932 -1.78263
F -2.45351 2.16393 4.00348
H 0.97865 -0.39048 2.84733
H 0.53181 2.08676 3.77666
C 0.02798 -3.10834 0.55217
H 0.27761 -1.26028 -4.22402
H -0.27536 3.56801 0.18721
H 1.68028 -0.86777 -3.29381
H 0.30273 2.17032 -1.67088
C 2.04833 1.35908 0.41478
P 0.52895 1.58158 1.42966
H 1.78414 -0.00594 -1.25751
H -1.75319 -2.44731 -1.41024
H -0.48498 0.94602 -4.19505
H 3.16408 -0.39163 -0.23237
H -2.05162 2.13461 -1.18130
H 2.46832 -3.33547 1.73838
C 0.24281 0.78092 -3.38819
H 0.63878 -2.29530 -1.80786
H 3.28094 -2.62862 0.29567
H 1.50866 3.23778 2.76337
C 0.59640 -0.71711 -3.32886
F -3.05098 -0.04726 4.38227
Ir -0.66929 -0.15878 -0.80309
C 0.43025 -1.22449 2.40298
C 0.03969 -1.43156 -2.13387
H -2.96365 1.06962 -3.49878
C -1.43296 -1.54141 -1.91851
C 2.11906 -0.05130 -0.20535
H -0.66798 3.57933 1.94913
C -0.26804 1.32235 -2.07422
H 2.94011 1.50426 1.05285
H -3.31810 -1.42416 -2.79840
H 3.25204 -1.73082 1.84805
H 0.36142 -3.84052 1.30347
H -0.61182 -0.97495 2.24804
C 1.26961 2.18277 2.96498
C -2.72775 0.58052 -2.55712
H -3.64634 0.60232 -1.96343
H -1.02935 -2.83797 0.74201
H 1.15833 1.33055 -3.63666
P 1.15483 -1.59223 0.76229
F -0.84651 0.59628 4.67823
H 2.06305 2.12956 -0.38001
C -2.37972 -0.88624 -2.85494
H -1.59854 2.54538 0.84415
C 2.69765 -2.41225 1.19687
B -2.11673 0.90298 4.34492
H 0.46606 -2.12403 3.03229
C -0.60059 2.95881 1.04279



(7)
54
Properties=species:S:1:pos:R:3 method="wB97M-V/def2-TZVPD" homo_ev="-14.4 / -14.6" multiplicity=4 relative_energy_kj_mol=145.2 charge=+2 total_energy_ev=-48292.12764
H -2.78019 -0.24664 -2.89169
C -2.96047 0.65825 -0.89404
F 4.70170 0.47955 2.51007
H -2.27102 -0.67138 3.82850
H -4.50994 1.84722 1.49862
H 1.86991 2.85245 -0.30405
C -3.61106 -1.08084 1.32883
H -0.91327 0.57688 -4.39614
H 2.10448 0.44540 -2.17452
H -3.33081 -1.92588 0.66601
H -3.07633 2.77384 0.96582
H -0.47839 -1.14483 3.99819
H 0.00114 2.53263 0.86218
B 4.01208 -0.13686 3.50257
H -4.05440 0.69252 -0.95039
H 2.80341 -2.51921 0.69499
C 3.66466 -1.01969 -0.57573
H -2.62482 1.69119 -1.11168
H 4.45561 0.90793 -0.28695
C 1.35021 1.93492 -0.63586
H -2.48721 -1.37615 -1.54338
F 3.29834 -1.23352 3.21340
H 0.62713 2.24987 -1.43300
H -3.46753 -1.42286 2.37526
H 2.58108 -2.77787 -1.06159
C -1.21317 -0.35737 3.75123
H 1.19866 -0.42599 -0.59865
H 1.07645 -1.60224 -3.05414
F 0.86375 0.77752 2.96020
H 0.57626 1.32051 -3.78832
C 2.56648 -2.02033 -0.26021
P -2.55316 0.39534 0.91799
C -2.35457 -0.33556 -1.88145
H -4.69412 -0.86473 1.19526
H 4.64576 -1.51019 -0.65763
C 2.51170 1.09425 -1.37841
C -3.40733 1.91558 1.55600
F 4.00005 0.36237 4.74788
H -0.98466 0.44215 4.50131
C 0.39248 1.57283 0.42355
H 0.57031 -2.02745 -0.97743
P -0.53891 -0.03669 -2.07250
C -0.01914 -1.51418 -3.06469
Re -0.56356 0.25564 1.77746
H -1.01701 2.03791 -3.36371
H 3.00392 1.89267 -1.95532
C 0.37869 -1.38948 1.03652
C 1.14069 -1.45410 -0.22920
H -0.32661 -1.39194 -4.11363
H 0.28259 -2.32061 1.65518
H -0.46713 -2.43623 -2.67694
H -3.14083 2.11257 2.60047
C -0.47235 1.10393 -3.54343
C 3.64042 0.31692 -0.69283



(8)
72
Properties=species:S:1:pos:R:3 method="wB97M-V/def2-TZVPD" homo_ev="-5.4 / -10.8" multiplicity=2 charge=0 total_energy_ev=-119653.54023
C -5.42177 -0.04371 0.99146
H 2.61915 0.65778 -3.73275
O -1.56099 4.03095 -2.84253
O 3.61620 -7.18320 -1.80258
H 1.90883 3.63379 -0.87989
C 1.16949 -4.98884 -2.09838
C -3.95056 -1.67780 0.21918
H 0.13227 2.37718 2.43581
H -0.32536 1.13007 -2.36259
Cl 1.68625 -3.67649 3.37602
O -5.96015 0.83808 1.62190
P 0.30829 -0.26605 -0.12751
O -4.29873 -0.71950 1.24894
H -0.40417 0.78264 -3.95723
C 0.14647 -4.46198 -1.12542
C 1.02805 4.17209 -0.52982
H 2.43972 -0.49144 -2.55413
C -3.80493 -3.08176 0.78379
H 2.40999 2.93744 3.13777
O -0.14675 3.61354 -1.04879
O 1.42353 3.60697 6.46526
C 0.49220 1.92118 3.35810
H 1.04662 4.19894 0.55969
H 1.70389 -0.55758 -4.08526
H -5.56064 -2.44708 -0.96136
H -1.34881 1.90445 -3.36921
F -0.73583 -0.28081 -1.41299
H 1.22635 -1.34187 3.05825
O -0.13799 5.60568 -1.96440
C 2.35348 -4.03602 -2.29282
H -4.68368 -3.44238 1.31844
H -3.02379 -3.17876 1.53779
H -4.91089 -1.11134 -1.77798
O 3.43680 -4.93452 -2.10490
S 1.07306 2.35588 5.79257
F 1.46455 -0.21096 1.02616
H 0.15368 6.64466 0.46117
C 1.99492 1.96495 3.40251
F 1.29278 -1.24272 -1.06789
H -0.75113 -5.04895 -1.32005
H 1.81678 5.65249 -1.84940
O 0.63511 1.15305 6.57287
H 0.09233 0.91667 3.49653
H 2.33012 -3.55297 -3.26966
H -0.07327 -3.40808 -1.29603
Cl -0.91333 -2.17293 3.71830
H -3.00734 -1.31496 -0.18919
C -5.15846 -1.45175 -0.77253
H 0.41665 -4.44840 -0.06952
C 0.94404 -2.08589 3.80313
F 1.04140 0.96427 -0.84406
C 0.99308 5.56417 -1.14101
O -5.98781 -0.55631 -0.09523
F -0.58316 0.86723 0.64663
H 2.50725 1.23125 2.78017
H 1.86333 6.58504 0.51972
H 0.81853 -5.24198 -3.09879
F -0.47096 -1.43908 0.64403
N 2.52813 -0.33088 -3.54736
H 1.06421 7.73671 -0.52820
C 1.03455 6.70492 -0.17802
O 2.35517 1.86590 4.83417
C -0.77291 4.36874 -1.96161
O 0.11669 2.69531 4.50935
Cl 1.50558 -1.55995 5.39912
N -0.41263 1.53520 -3.28367
H -3.53523 -3.82735 0.03582
H 0.38803 2.11867 -3.48013
H 2.45587 -3.29243 -1.50244
H 3.32327 -0.88208 -3.83723
O 1.64372 -6.17855 -1.59797
C 2.94084 -6.16853 -1.79412